Entry 1:
Density functional theory data (ωB97M-V/def2-TZVPD) for 2 unconnected molecules or ions with the total composition C3H9N2O.

Geometry (Å):
C 0.9449 1.4952 -0.0979
C 0.5741 0.7979 0.9670
N 0.9798 1.1888 2.3003
N 0.6987 1.1082 -1.4144
H 1.5466 2.3893 0.0315
H -0.0748 -0.0621 0.8268
H 1.6900 0.5805 2.6852
H 0.1874 1.1519 2.9253
H 0.4014 1.8820 -1.9904
H 0.0448 0.3059 -1.4945
C -1.4040 -2.1744 -0.9464
O -1.1420 -0.8696 -1.2176
H -1.1187 -2.4792 0.0910
H -2.4793 -2.4256 -1.0621
H -0.8487 -2.8888 -1.6037

Cartesian forces, eV/Å:
C 0.0 -0.1 -0.5
C -0.1 -0.2 0.5
N 0.1 0.3 -0.1
N 0.2 0.4 0.0
H 0.0 0.1 0.1
H 0.0 -0.1 0.0
H 0.0 -0.1 0.0
H 0.0 0.0 0.1
H 0.1 0.0 0.0
H -0.2 -0.3 0.2
C 0.4 0.5 -0.2
O -0.1 0.0 0.0
H -0.1 -0.1 0.1
H -0.1 -0.2 0.1
H -0.1 -0.1 0.0

* DFT total energy: -304.4194 hartree
* net charge: -1
* relative energy (zero: lowest compared OMol25 entry of this formula, charge and spin): 122.3 kJ/mol

=====

Entry 2:
Density functional theory data (ωB97M-V/def2-TZVPD) for a molecular structure, C2H3Br2OP.

Geometry (Å):
C -1.2337 1.1865 0.1112
C 1.0223 -0.5478 0.3146
O -0.6452 -0.6977 -1.8849
P -0.5092 -0.1623 -0.5374
Br 1.0964 -2.4566 0.6082
Br 2.3040 0.0551 -0.9304
H -2.2166 1.3909 -0.3248
H -1.1291 1.3285 1.2308
H 1.3111 -0.0965 1.4126

Cartesian forces, eV/Å:
C -0.4 -1.4 1.3
C 1.0 0.3 3.2
O -0.1 -0.6 -0.3
P -0.8 2.2 0.9
Br 0.0 -0.3 0.0
Br 1.2 0.3 -0.5
H 0.4 0.4 0.1
H 0.0 0.0 -1.6
H -1.3 -0.8 -3.0

* DFT total energy: -5642.5716 hartree
* relative energy (zero: lowest compared OMol25 entry of this formula, charge and spin): 255.8 kJ/mol

=====

Entry 3:
Density functional theory data (ωB97M-V/def2-TZVPD) for a molecular structure, C7H18FN2O4P.

Geometry (Å):
N -0.9796 4.2147 -0.3772
C -0.6520 3.1516 -0.6919
O -0.3064 1.9629 -0.9806
P 1.5704 1.6885 -1.1923
F 1.1446 0.1107 -0.7033
O 1.2732 1.1720 -2.7584
C 2.2493 1.8193 -3.5373
C 3.5630 1.6127 -2.7570
O 3.1841 1.3461 -1.4060
H 1.6803 3.0483 -1.5706
H 1.7229 2.0308 0.1693
H 1.9846 2.8663 -3.7048
H 2.3386 1.3516 -4.5175
H 4.0238 0.6937 -3.1238
H 4.2632 2.4444 -2.8162
C -3.1088 -1.5205 1.3315
C -1.7621 -1.5099 0.6231
C -0.7191 -2.4510 1.2255
O -0.2327 -1.9595 2.4551
C -0.8552 -2.4550 3.6341
N -1.1640 -0.1464 0.6960
H -3.0485 -1.0494 2.3134
H -3.8585 -0.9827 0.7503
H -3.4605 -2.5426 1.4631
H -1.8962 -1.7320 -0.4354
H 0.1371 -2.5101 0.5506
H -1.1356 -3.4556 1.3341
H -1.2630 -3.4549 3.4718
H -1.6534 -1.7927 3.9775
H -0.0913 -2.5050 4.4070
H -1.8251 0.6026 0.5058
H -0.3557 -0.0285 0.0334
H -0.7674 -0.0206 1.6308

Cartesian forces, eV/Å:
N -0.2 0.3 0.0
C 0.2 -0.6 0.0
O -0.3 0.3 0.1
P 0.7 0.1 -0.1
F -0.2 -0.3 0.3
O -0.5 0.3 -0.4
C 0.3 -0.1 -0.3
C -0.3 -0.7 0.3
O 0.2 0.5 0.2
H -0.3 0.1 -0.1
H -0.1 -0.4 0.0
H 0.1 0.1 0.1
H -0.2 -0.1 0.0
H 0.3 0.1 -0.1
H 0.0 0.1 0.0
C 0.0 0.1 0.0
C -0.2 0.0 0.1
C 0.1 0.0 -0.1
O -0.1 0.0 0.0
C 0.0 0.0 0.0
N 0.4 0.0 -0.2
H 0.0 -0.1 0.0
H 0.0 0.0 0.0
H 0.0 0.0 0.0
H 0.1 -0.1 0.0
H 0.0 0.0 0.0
H -0.1 0.0 0.0
H 0.0 0.0 0.0
H 0.0 0.0 0.0
H 0.0 0.0 0.0
H 0.0 0.1 -0.1
H 0.0 0.1 0.0
H 0.0 0.0 0.1

* DFT total energy: -1129.1880 hartree
* relative energy (zero: lowest compared OMol25 entry of this formula, charge and spin): 0.0 kJ/mol

=====

So what do the calculations give for maximum force? Going down the list: 0.6, 3.4, 0.8 eV/A.
So what do the calculations give for LUMO level? Going down the list: 4.2373, -0.3226, 0.0464 eV.
So what do the calculations give for gap between HOMO and LUMO? Going down the list: 6.90, 9.30, 9.18 eV.